Record 1
Density functional theory data (ωB97M-V/def2-TZVPD) for an isolated molecule of C6H3N at a distorted geometry.

```
10
Properties=species:S:1:pos:R:3:forces:R:3
C 3.56733 1.16029 0.29960 -0.62 -2.54 -0.42
C 4.03078 -0.03336 0.07912 -1.71 1.33 -0.24
C 2.20296 1.20292 0.36318 0.38 -0.59 -0.31
C 3.37385 -1.13929 -0.39550 0.34 1.47 0.65
C 1.36123 0.16775 0.00630 3.92 -0.60 0.62
C -0.05225 -0.04368 0.06346 -5.39 0.60 0.95
N 2.10556 -1.06799 -0.35519 -0.60 0.96 0.20
H -0.76149 0.67559 0.76018 2.47 -1.30 -1.60
H -0.32113 -1.07163 0.50347 0.61 1.37 -1.18
H -0.52535 0.12279 -0.96804 0.61 -0.69 1.33
```
Positions in Å, forces in eV/Å.

Results
**LUMO energy (alpha / beta)**: -1.42 / -1.29 eV
**SMILES**: CC1=C=C=C=C=N1
**Total energy**: -7751.8869 eV
**Total charge**: 0
**Energy relative to the best compared isomer or geometry (same formula, charge and spin)**: 3.8388 eV

Mulliken population analysis, charges in e, atoms 1 to 8:
1. C -0.167
2. C 0.249
3. C -0.117
4. C 0.074
5. C 0.447
6. C -0.916
7. N -0.356
8. H 0.271

Record 2
Density functional theory data (ωB97M-V/def2-TZVPD) for a cluster of 2 separate species, C4H14N4 in total at a distorted geometry.

```
22
Properties=species:S:1:pos:R:3:forces:R:3
N -0.05380 -1.80811 -0.90182 -2.39 0.93 -1.65
C -1.01307 -1.96900 0.10487 -1.02 -1.15 1.16
N -2.29804 -1.61158 -0.31874 -0.26 -0.64 1.62
N -0.80881 -2.40381 1.33484 -2.41 1.91 -2.88
H 0.78690 -2.16423 -0.60704 2.39 -1.16 0.33
H -0.33310 -2.10590 -1.87794 0.51 0.44 1.82
H -2.53936 -1.61216 -1.30136 0.13 -0.18 0.30
H -3.04479 -1.92707 0.34591 1.08 0.49 -1.13
H 0.14484 -2.41395 1.53129 2.11 -0.52 0.40
C 0.18349 1.32729 0.98770 -1.35 -4.04 1.39
N 1.17709 1.50130 -0.03933 -2.22 4.66 0.56
C 0.52764 1.87661 -1.29683 0.04 -0.66 -0.47
C 2.13900 2.53768 0.36251 1.73 -1.79 0.31
H -0.59235 0.52680 0.65420 1.28 1.36 0.44
H -0.39549 2.24152 1.17344 0.42 0.16 -0.20
H 0.59977 0.92887 1.97176 -0.25 0.80 -1.33
H 1.30268 1.93630 -2.04305 0.03 0.42 -0.43
H -0.12656 1.06735 -1.52794 -0.58 -0.58 -0.45
H -0.12298 2.81076 -1.23084 1.18 -0.91 0.34
H 2.95785 2.60584 -0.34100 0.05 0.03 -0.33
H 2.54661 2.21813 1.31176 0.16 0.22 0.31
H 1.67849 3.50764 0.46666 -0.62 0.20 -0.09
```
Positions in Å, forces in eV/Å.

Results
**LUMO energy (alpha / beta)**: -2.76 / -8.04 eV
**Total energy**: -10326.4814 eV
**Total charge**: +1
**Energy relative to the best compared isomer or geometry (same formula, charge and spin)**: 0.0369 eV
**<S²>**: 0.754
**Spin multiplicity**: 2

Mulliken population analysis, charges in e, atoms 1 to 8:
1. N -0.436
2. C 0.436
3. N -0.436
4. N -0.699
5. H 0.209
6. H 0.249
7. H 0.221
8. H 0.276

Record 3
Density functional theory data (ωB97M-V/def2-TZVPD) for a structure of composition C17H31BeBr3ClN2O8P at a distorted geometry.

```
64
Properties=species:S:1:pos:R:3:forces:R:3
C 2.94807 1.86950 2.05002 -0.12 4.10 -0.96
C 1.78575 2.96305 1.88342 -2.75 0.68 -0.59
C 0.27611 2.47137 2.07857 -0.35 3.98 0.14
C -0.92142 3.50898 1.98034 4.54 0.75 -1.14
P -2.64336 2.82321 2.28528 -2.63 -1.01 2.80
N -2.75425 2.57019 3.87251 0.21 0.81 -2.94
O -2.81443 1.37722 1.37476 1.74 3.54 0.21
O -3.92828 3.84079 1.83465 2.47 -1.63 -0.81
C -0.53678 4.98791 1.67361 3.25 -2.19 0.37
Br -1.91949 6.38582 1.58216 1.68 -1.28 0.06
C 0.97256 5.36745 1.46142 -2.23 -2.03 0.93
N 2.03013 4.35413 1.57019 -3.66 -1.54 0.76
H 3.90476 2.43729 2.40513 -1.90 -0.88 1.03
H 3.13102 1.21740 1.10287 -1.37 0.03 1.17
H 2.56924 1.10824 2.89784 0.84 -0.18 1.12
H 0.01864 1.36479 2.33564 0.80 2.34 -0.13
H -3.54712 3.10104 4.26433 0.43 -0.44 -0.26
H -2.20442 1.49100 0.59166 -0.68 -0.65 0.75
H -4.22997 3.69577 0.90753 0.05 0.06 0.77
H 1.28974 6.44937 1.22504 -0.54 -2.13 0.43
H 3.00586 4.64835 1.42944 -0.68 -0.18 0.05
Br 0.99590 -0.00548 1.10695 -0.23 -1.72 -1.36
O 6.67315 0.05888 0.71570 -0.06 -0.34 -1.11
C 6.24152 -0.68359 -0.15335 0.00 -0.29 0.25
O 5.20527 -0.30632 -0.91486 0.63 0.36 0.03
C 4.75157 -1.01636 -2.08030 -0.34 -0.47 -0.22
C 3.78225 -2.11668 -1.70141 -0.08 -0.09 0.22
C 6.79952 -2.06703 -0.32042 0.59 -0.09 -0.25
H 5.59483 -1.38213 -2.67064 0.04 0.02 0.17
H 4.23465 -0.28243 -2.70333 0.16 0.14 0.29
H 4.25620 -2.86938 -1.06697 0.02 -0.01 -0.14
H 3.39428 -2.61215 -2.59460 0.06 0.03 0.04
H 2.94216 -1.70720 -1.13266 0.06 0.05 -0.11
H 6.29723 -2.74260 0.37466 0.01 0.07 -0.07
H 7.86579 -2.03974 -0.08635 -0.20 0.03 0.22
H 6.71910 -2.45232 -1.33416 -0.24 -0.05 0.06
Be -0.61383 4.52024 -0.99249 -0.05 -0.13 -0.62
Cl 2.57831 1.14058 4.68832 -0.28 -0.12 -0.42
C -7.36871 0.55464 1.52906 0.08 -0.23 0.39
C -8.54881 1.38304 1.07182 -0.33 -0.05 -0.33
C -8.00692 2.79451 1.18542 0.04 0.34 0.16
O -6.59492 2.71684 0.94652 -0.17 -0.20 -0.04
C -6.19885 1.33788 0.96938 0.29 -0.01 -0.18
H -7.39534 -0.47895 1.17970 0.04 0.09 0.02
H -7.32318 0.54544 2.62313 0.03 -0.04 -0.09
H -8.77929 1.15439 0.02588 -0.03 0.03 0.08
H -9.45268 1.22481 1.66285 0.07 0.05 -0.04
H -8.15468 3.19748 2.19294 -0.09 0.01 -0.02
H -8.46412 3.47849 0.46634 0.13 0.01 0.03
H -5.97624 1.03690 -0.06043 0.04 -0.10 0.02
H -5.29353 1.22509 1.56840 -0.08 0.09 -0.07
C 0.78066 -5.66179 -5.99775 -0.01 0.20 -0.40
O 0.62102 -6.39711 -4.78606 0.29 0.02 0.40
C 1.54384 -6.12179 -3.84826 -0.14 -0.12 0.07
O 2.45294 -5.33378 -3.95703 -0.37 -0.30 0.04
O 1.27804 -6.87656 -2.76850 0.02 0.24 -0.49
C 2.18518 -6.68687 -1.68401 0.25 0.02 0.41
H -0.01602 -5.96377 -6.67877 0.01 -0.14 0.29
H 0.68879 -4.58904 -5.81270 0.17 -0.12 0.01
H 1.74074 -5.89267 -6.46514 -0.04 0.15 0.14
H 2.14889 -5.65497 -1.32701 0.10 -0.08 -0.14
H 3.20137 -6.95862 -1.97929 -0.10 0.18 -0.03
H 1.87493 -7.34412 -0.87074 -0.17 0.01 -0.27
Br 4.90668 1.84135 0.87378 0.77 0.46 -0.69
```
Positions in Å, forces in eV/Å.

Results
**LUMO energy**: -2.98 eV
**Total energy**: -269819.7679 eV
**Total charge**: 0

Mulliken population analysis, charges in e, atoms 1 to 8:
1. C -1.648
2. C 0.669
3. C -0.191
4. C 0.215
5. P 1.056
6. N -0.790
7. O -0.480
8. O -0.409